Computed, not measured: an isolated ion of composition C19H24N3 and charge +1 at a distorted geometry, with the ωB97M-V functional and the def2-TZVPD basis.

Calculated values
ΔE to the lowest compared entry with this formula, charge and spin ... 1.244 eV
DFT total energy ... -24554.8577 eV
Lowest unoccupied orbital energy ... -0.1213 Eh
Net charge ... +1
SMILES ... CN(C)[C@H](Cc1n(C)c2ccccc2[n+]1C)c1ccccc1
HOMO level ... -10.90 eV
Orbital gap ... 0.27923 Ha

Last column: Mulliken charge in e.
Positions of all 46 atoms, in Å:
C -1.31800 1.61748 2.25849  -0.74
N -1.41220 0.23160 1.89133  0.26
C -0.41557 -0.47619 1.28255  0.46
C 0.88340 0.07593 0.86931  -1.42
N -0.86862 -1.79964 1.33214  0.29
C -0.14163 -3.03201 1.05707  -0.79
C -2.24276 -1.81936 1.64396  0.78
C -2.58464 -0.52910 1.98842  0.84
C -3.90323 -0.11847 2.17410  -0.79
C -4.89926 -1.08608 1.99815  -0.63
C -4.56567 -2.42286 1.66686  -0.66
C -3.22777 -2.80739 1.49450  -0.80
H -2.32162 2.03039 2.25684  0.30
H -0.87561 1.73366 3.25457  0.27
H -0.70149 2.15518 1.53904  0.31
H 1.47976 -0.76894 0.51595  0.19
H 1.42095 0.53760 1.77668  0.37
H -0.82624 -3.79981 0.67116  0.32
H 0.62362 -2.82823 0.30984  0.32
H 0.32890 -3.43068 1.97041  0.32
H -4.12474 0.91065 2.42849  0.30
H -5.95475 -0.81874 2.11129  0.38
H -5.37621 -3.14962 1.53742  0.37
H -2.93969 -3.82094 1.23968  0.29
C 3.09136 2.71360 0.73093  -0.98
N 2.84165 1.81683 -0.37307  0.18
C 3.68501 2.01492 -1.53964  -0.89
C 1.59001 1.15838 -0.41257  0.03
C 1.31522 0.46361 -1.72576  0.24
C 2.19787 -0.43284 -2.34251  -0.17
C 1.92864 -0.88977 -3.63058  -0.80
C 0.75334 -0.47806 -4.27317  -0.43
C -0.15506 0.35363 -3.62069  -0.73
C 0.12499 0.78518 -2.33131  -0.25
H 4.09589 3.14477 0.66934  0.35
H 2.39862 3.56190 0.74069  0.33
H 2.96984 2.18774 1.67675  0.29
H 4.40893 2.80906 -1.33229  0.35
H 4.25474 1.11390 -1.79877  0.27
H 3.14025 2.32364 -2.43906  0.35
H 0.81260 1.94132 -0.15047  0.22
H 3.11134 -0.77303 -1.87291  0.55
H 2.59380 -1.58162 -4.14604  0.41
H 0.47993 -0.86542 -5.25718  0.38
H -1.10776 0.65164 -4.06418  0.40
H -0.56812 1.39617 -1.77579  0.38

Forces on atoms 1 to 6 (eV/Å):
0.15 0.57 0.02
0.37 -0.23 -1.29
-1.85 -0.72 1.42
3.86 -0.76 1.23
0.12 0.92 -0.99
0.40 -0.10 -0.17

***

Computed, not measured: C19H24N4O3 in the gas phase, with the ωB97M-V functional and the def2-TZVPD basis.

Calculated values
ΔE to the lowest compared entry with this formula, charge and spin ... 2.835 eV
DFT total energy ... -32195.3802 eV
Lowest unoccupied orbital energy ... 0.0077 Eh
SMILES ... CC#CC[C@H](NC(=O)c1ncn2ccccc12)C(=O)N[C@H](CO)CCC
HOMO level ... -8.32 eV
Orbital gap ... 0.31335 Ha

Last column: Mulliken charge in e.
Positions of all 50 atoms, in Å:
C 0.03194 2.16736 5.29654  -1.11
C -0.52426 1.22335 4.33118  0.18
C -0.98383 0.44678 3.54089  -0.33
C -1.48298 -0.48650 2.53322  -0.48
C -0.36736 -1.42847 2.04038  0.06
N 0.82404 -0.72495 1.57643  -0.11
C 0.80867 0.41679 0.84983  -0.29
O -0.15499 0.78864 0.17800  -0.85
C 2.06209 1.17920 0.87778  1.04
N 3.13510 0.82219 1.64414  -0.58
C 4.06288 1.71389 1.42880  -0.47
N 3.63875 2.66570 0.53773  0.06
C 4.28413 3.77454 0.03635  -0.34
C 3.63802 4.56572 -0.84163  -0.50
C 2.29973 4.25821 -1.24657  -0.50
C 1.66175 3.16860 -0.75511  -0.49
C 2.34293 2.33329 0.16930  0.52
C -0.93833 -2.40264 1.00295  -0.19
O -1.21479 -3.55006 1.31272  -0.69
N -1.13441 -1.88530 -0.22717  0.23
C -1.70369 -2.67044 -1.31545  -0.17
C -0.62919 -3.57850 -1.90698  -0.96
O 0.41860 -2.84202 -2.52178  -0.56
C -2.31666 -1.71182 -2.32997  -0.70
C -2.96945 -2.40119 -3.52078  -0.36
C -3.70148 -1.41157 -4.41853  -1.37
H -0.09859 1.80530 6.31632  0.30
H 1.09855 2.31095 5.12155  0.29
H -0.45810 3.13771 5.21551  0.30
H -2.27745 -1.11039 2.94781  0.63
H -1.89847 0.07035 1.69414  0.21
H -0.05028 -2.05241 2.87286  0.60
H 1.66534 -0.85470 2.11911  0.42
H 5.04525 1.73923 1.87062  0.42
H 5.29156 3.94200 0.38711  0.36
H 4.14368 5.43487 -1.23566  0.38
H 1.80067 4.90838 -1.95160  0.42
H 0.65264 2.90175 -1.03017  0.49
H -0.93943 -0.89738 -0.36301  0.16
H -2.47981 -3.31519 -0.89176  0.34
H -0.24495 -4.22779 -1.11564  0.40
H -1.05757 -4.21132 -2.68353  0.49
H 0.86134 -2.33628 -1.83136  0.33
H -3.06101 -1.09886 -1.81175  0.45
H -1.53856 -1.03132 -2.68976  0.32
H -2.20828 -2.92333 -4.10477  0.31
H -3.66907 -3.16388 -3.16375  0.32
H -4.15469 -1.90889 -5.27656  0.40
H -4.49458 -0.89839 -3.87092  0.32
H -3.01540 -0.65119 -4.79710  0.33

Forces on atoms 1 to 6 (eV/Å):
0.00 0.01 0.00
0.02 -0.02 0.02
-0.03 0.04 -0.03
0.05 -0.03 0.10
-0.05 -0.03 -0.19
0.03 0.10 0.20

***

Computed, not measured: C19H24N4S in the gas phase, with the ωB97M-V functional and the def2-TZVPD basis.

Calculated values
ΔE to the lowest compared entry with this formula, charge and spin ... 0.000 eV
DFT total energy ... -36889.1514 eV
Lowest unoccupied orbital energy ... 0.0257 Eh
SMILES ... Cc1nc(NC[C@@H](c2ccccc2)N(C)C)c2c(C)c(C)sc2n1
HOMO level ... -7.65 eV
Orbital gap ... 0.30671 Ha

Last column: Mulliken charge in e.
Positions of all 48 atoms, in Å:
C -3.43833 -2.85343 -0.21227  -1.19
C -2.21218 -2.26088 0.40116  0.41
N -2.13476 -2.25050 1.71904  -0.61
C -1.03606 -1.70375 2.22000  -0.35
C 0.01721 -1.16308 1.46704  1.00
C -0.17545 -1.25428 0.06404  0.73
N -1.29081 -1.78629 -0.42919  -0.51
N 0.77253 -0.86616 -0.82154  0.04
H 1.50848 -0.28205 -0.45923  0.19
C 0.45165 -0.66985 -2.21323  -1.63
H -0.22636 -1.47164 -2.50657  0.51
H 1.37232 -0.73993 -2.79511  0.38
C -0.25496 0.69452 -2.42570  -0.02
N -0.61621 1.00671 -3.80086  0.01
C 0.49334 1.15765 -4.71530  -0.93
H 0.11604 1.59302 -5.64076  0.40
H 0.98823 0.20636 -4.96424  0.32
H 1.22533 1.84113 -4.29058  0.26
C -1.63738 0.13819 -4.34375  -1.02
H -2.44918 0.03830 -3.62613  0.31
H -2.03044 0.59541 -5.25227  0.38
H -1.26684 -0.86581 -4.59727  0.36
C 0.52888 1.84172 -1.82264  0.07
C 1.91885 1.87674 -1.79161  0.16
C 2.58785 2.94246 -1.21237  -0.87
C 1.87884 3.99351 -0.65892  -0.47
C 0.49471 3.97500 -0.69366  -0.71
C -0.17065 2.90770 -1.26871  -0.61
H -1.25019 2.89577 -1.29151  0.44
H -0.06755 4.79246 -0.26704  0.42
H 2.40193 4.82198 -0.20489  0.41
H 3.66833 2.94895 -1.19468  0.41
H 2.49880 1.07373 -2.22367  0.38
H -1.20336 0.62965 -1.87634  0.78
C 1.05491 -0.62002 2.29267  -0.14
C 0.78140 -0.76476 3.61631  0.84
S -0.74616 -1.56145 3.92289  -0.32
C 1.60656 -0.33287 4.78099  -1.34
H 1.10776 -0.60539 5.70687  0.41
H 1.75350 0.74735 4.77301  0.32
H 2.58540 -0.81244 4.76205  0.32
C 2.29615 0.04634 1.78374  -1.50
H 2.87375 -0.63734 1.16107  0.37
H 2.04771 0.93748 1.20397  0.27
H 2.92323 0.35437 2.61562  0.42
H -3.16596 -3.72300 -0.80688  0.27
H -3.90764 -2.12858 -0.87362  0.28
H -4.12950 -3.14613 0.57132  0.36

Forces on atoms 1 to 6 (eV/Å):
0.00 -0.01 0.05
-0.10 -0.01 0.44
-0.57 -0.31 0.15
0.53 0.30 -0.19
-0.69 -0.28 0.11
-0.20 -0.31 0.40

***

Computed, not measured: C19H24NO2OsS4 as an isolated structure at a distorted geometry, with the ωB97M-V functional and the def2-TZVPD basis.

Calculated values
ΔE to the lowest compared entry with this formula, charge and spin ... 0.000 eV
DFT total energy ... -71459.5422 eV
Lowest unoccupied orbital energy ... -0.4616 Eh
Net charge ... +3
HOMO level ... -18.09 eV
Orbital gap ... 0.20311 Ha

Last column: Mulliken charge in e.
Positions of all 51 atoms, in Å:
Os -1.01930 -0.54941 -0.60543  0.80
C -2.74992 -1.06590 2.26967  -0.75
C -3.57511 -1.71187 1.18115  -0.72
S -3.40577 -0.96684 -0.46054  -0.14
C -4.15663 0.68510 -0.38858  -0.82
C -3.32433 1.72558 0.33256  -0.58
S -1.58789 1.73275 -0.24061  -0.05
C -0.71871 2.10044 1.30866  -0.71
C -0.85360 1.03233 2.38266  -0.79
S -1.02597 -0.68698 1.73787  -0.03
H -2.66484 -1.73947 3.12230  0.57
H -3.20505 -0.14417 2.62191  0.35
H -4.63469 -1.71379 1.44390  0.55
H -3.28846 -2.75288 1.02063  0.35
H -5.13900 0.57655 0.07403  0.53
H -4.32251 0.95041 -1.43391  0.39
H -3.33155 1.57910 1.40963  0.27
H -3.71442 2.72335 0.12625  0.58
H -1.07808 3.06558 1.66974  0.55
H 0.31832 2.23735 1.00612  0.31
H -1.71016 1.20824 3.02985  0.57
H 0.02846 1.03472 3.02205  0.52
N -0.93177 -2.55174 -1.46091  -0.33
C -0.55663 -1.83617 -2.65961  0.40
C -1.38259 -0.76081 -3.04264  -0.04
C -0.88890 0.12824 -4.03199  -0.75
C 0.34495 -0.06256 -4.59569  -0.74
C 1.12074 -1.17672 -4.22495  -0.47
C 0.68946 -2.04743 -3.24822  -0.85
H -0.21533 -3.21064 -1.16634  0.30
H -1.81936 -3.04428 -1.54860  0.40
H -2.45484 -0.80091 -2.89489  0.78
H -1.53374 0.92328 -4.38336  0.52
H 0.70263 0.60623 -5.36656  0.49
H 2.06846 -1.35590 -4.71668  0.48
H 1.29718 -2.89381 -2.94830  0.44
O 6.61502 1.41998 2.74815  -0.42
C 5.48199 0.80541 3.02779  0.62
O 5.25454 0.37113 4.12671  -0.47
C 4.40141 0.64402 1.97262  1.03
C 3.31922 -0.18641 2.33896  -0.88
C 2.27020 -0.37620 1.48422  -0.49
C 2.27297 0.26891 0.22230  0.89
S 1.08320 0.09787 -0.97575  -0.11
C 3.38622 1.07038 -0.15779  -0.91
C 4.42943 1.26099 0.71796  -1.03
H 6.72515 1.68564 1.82598  0.30
H 3.35617 -0.67446 3.30412  0.57
H 1.47299 -1.05601 1.75041  0.76
H 3.40027 1.53682 -1.13505  0.49
H 5.25018 1.89493 0.40815  0.27

Forces on atoms 1 to 6 (eV/Å):
0.32 0.13 -0.16
-0.04 0.02 -0.01
-0.01 -0.02 0.05
0.11 0.02 -0.07
0.01 0.05 0.02
-0.02 -0.02 0.01